No. 1
{
  "formula": "C22H18Cl3N3O4PdS2",
  "method": "ωB97M-V with the def2-TZVPD basis set",
  "e_tot_ev": -98481.641,
  "molar_mass_g_mol": 665.32,
  "total_charge": -1,
  "spin_multiplicity": 2,
  "homo_lumo_gap_ev": [4.67, 4.45],
  "lumo_energy_ev": [2.36, 2.36],
  "e_homo_ha": [-0.085, -0.077],
  "s_squared": 0.756,
  "elements": ["Pd", "O", "N", "C", "C", "C", "C", "C", "S", "H", "H", "H", "H", "O", "C", "O", "H", "Cl", "C", "C", "C", "C", "C", "C", "N", "C", "C", "N", "C", "O", "C", "C", "C", "Cl", "S", "C", "C", "C", "Cl", "C", "H", "H", "H", "H", "H", "H", "H", "H", "H", "H", "H", "H", "H"],
  "coordinates": [[0.9613, -1.0051, 0.1832], [2.2917, -2.9699, 0.9279], [3.5284, -2.6935, 0.6900], [4.4947, -2.9170, 1.6065], [5.7947, -2.5598, 1.3870], [6.1655, -1.9519, 0.1754], [5.1850, -1.7536, -0.7840], [3.8941, -2.1316, -0.5267], [2.3787, 0.3443, 1.4501], [4.1504, -3.3631, 2.5264], [6.5360, -2.7342, 2.1517], [7.1840, -1.6569, -0.0072], [5.4071, -1.3034, -1.7387], [2.7504, -4.2244, -1.7137], [2.2678, -3.1274, -1.8165], [2.8568, -1.9707, -1.4237], [1.3061, -2.8928, -2.3011], [-1.0536, 3.7585, 3.8826], [-1.6790, 2.8405, 2.5591], [-0.8972, 1.8761, 1.9332], [-1.4259, 1.1527, 0.8901], [-2.7241, 1.3915, 0.3961], [-3.2889, 0.6290, -0.7733], [-3.7230, -0.8074, -0.3746], [-2.5833, -1.6006, -0.0329], [-2.0473, -1.7919, 1.2134], [-0.8334, -2.4024, 1.0226], [-0.6265, -2.5869, -0.3251], [-1.6757, -2.0760, -0.9192], [-2.3793, 0.4593, -1.8439], [-1.9964, 1.6533, -2.5008], [-1.0361, 2.5077, -1.7314], [0.2380, 2.0753, -1.4190], [0.8777, 0.5389, -1.7960], [1.1523, 3.2671, -0.5434], [-0.1968, 4.3487, -0.6051], [-1.2711, 3.8073, -1.2460], [-3.4840, 2.3466, 1.0777], [-5.1280, 2.6644, 0.6011], [-2.9939, 3.0621, 2.1453], [0.1218, 1.6876, 2.2443], [-0.7972, 0.3815, 0.4331], [-4.1887, 1.1543, -1.1420], [-4.2235, -1.2694, -1.2309], [-4.4148, -0.7593, 0.4693], [-2.5511, -1.4760, 2.1063], [-0.1612, -2.8351, 1.7486], [-1.8383, -2.0513, -1.9796], [-2.8917, 2.2358, -2.7622], [-1.5075, 1.3036, -3.4172], [-0.1121, 5.3112, -0.1415], [-2.2018, 4.3298, -1.3784], [-3.6112, 3.7845, 2.6532]],
  "forces_ev_per_a": [[0.4, 0.6, 0.9], [0.9, -0.2, -0.2], [-0.4, 0.2, -0.9], [-0.4, 0.0, 0.2], [0.7, 0.5, -1.0], [-0.5, -0.4, 0.6], [0.1, 0.0, 0.0], [-0.8, -0.5, 0.8], [-0.1, 0.1, -0.3], [-0.2, 0.1, -0.1], [-0.1, 0.0, 0.1], [0.1, 0.1, 0.0], [0.0, 0.0, -0.1], [-0.3, 0.9, -0.1], [-0.1, -1.1, -0.4], [1.1, -0.1, 0.4], [0.3, 0.0, 0.2], [0.1, 0.1, 0.2], [-0.7, -0.4, -0.7], [0.0, 0.4, 0.5], [-0.9, 0.0, -0.5], [0.3, 0.2, 0.8], [-0.4, -0.3, -0.2], [-0.1, 0.7, -0.4], [0.4, -0.2, -0.1], [0.2, -0.4, 0.5], [-0.5, -0.3, 0.4], [0.1, -0.6, -0.4], [-0.2, -0.1, 0.0], [-0.2, -0.1, 0.2], [0.1, 0.1, -0.2], [0.9, -0.6, -0.1], [-0.1, 0.9, 0.0], [0.1, 0.3, -0.5], [-0.8, -0.4, -0.2], [0.4, -0.5, -0.1], [0.2, 0.4, 0.1], [0.3, -0.6, -0.4], [-0.4, 0.2, -0.1], [0.7, 0.2, 0.5], [0.3, -0.2, 0.0], [-0.1, 0.2, 0.1], [0.3, -0.2, 0.1], [0.0, 0.1, 0.1], [0.1, 0.0, -0.1], [-0.1, 0.1, 0.1], [0.0, 0.2, 0.0], [0.0, 0.1, -0.1], [0.1, 0.0, 0.0], [-0.2, 0.1, 0.1], [0.0, 0.2, 0.1], [-0.3, 0.1, 0.0], [-0.1, 0.1, 0.0]]
}

---

No. 2
{
  "formula": "C22H18I2N4O6ReS3",
  "method": "ωB97M-V with the def2-TZVPD basis set",
  "e_tot_ev": -92181.443,
  "molar_mass_g_mol": 970.62,
  "spin_multiplicity": 4,
  "homo_lumo_gap_ev": [4.33, 3.22],
  "lumo_energy_ev": [-2.95, -3.58],
  "e_homo_ha": [-0.267, -0.250],
  "s_squared": 3.779,
  "elements": ["Re", "S", "C", "N", "C", "C", "C", "C", "C", "C", "S", "H", "H", "H", "H", "O", "N", "N", "O", "C", "C", "C", "C", "C", "C", "H", "H", "H", "H", "H", "C", "C", "C", "C", "C", "C", "C", "S", "O", "O", "N", "C", "C", "O", "O", "H", "H", "H", "H", "H", "H", "H", "H", "H", "I", "I"],
  "coordinates": [[-6.1302, -18.9848, -7.1959], [-8.1136, -20.3069, -8.4010], [-7.0939, -19.6409, -9.5842], [-6.1994, -18.6255, -9.2630], [-5.3779, -18.3561, -10.3825], [-4.2436, -17.5489, -10.3567], [-3.3949, -17.6286, -11.4651], [-3.7672, -18.4012, -12.5908], [-4.9799, -19.0334, -12.6780], [-5.7964, -19.1017, -11.5167], [-7.1745, -20.1225, -11.2736], [-3.9325, -16.9663, -9.4916], [-2.4496, -17.0981, -11.4800], [-3.1030, -18.6483, -13.4321], [-5.3406, -19.6154, -13.5952], [-6.4828, -20.0005, -5.5322], [-5.8896, -21.1692, -5.2769], [-5.3125, -21.6196, -6.2873], [-5.2358, -20.7094, -7.4339], [-4.6549, -22.8264, -6.2323], [-3.7341, -23.2146, -7.2556], [-3.2444, -24.4721, -7.1812], [-3.6025, -25.3816, -6.1732], [-4.5145, -24.9558, -5.1542], [-5.0231, -23.6575, -5.1570], [-3.5351, -22.6014, -8.1383], [-2.4520, -24.7317, -7.8336], [-3.2009, -26.3620, -6.1121], [-4.8269, -25.6983, -4.4683], [-5.7326, -23.2858, -4.4143], [-0.4959, -14.3830, -4.0209], [-1.7596, -15.2198, -3.7287], [-3.0399, -14.7069, -3.8963], [-4.2402, -15.3765, -3.6184], [-4.1426, -16.6471, -3.0837], [-2.8727, -17.2183, -2.9609], [-1.7129, -16.5685, -3.3106], [-5.6220, -17.4937, -2.7404], [-5.2631, -18.9167, -2.8678], [-6.2769, -16.9882, -1.4993], [-6.4015, -16.8975, -3.9846], [-7.6354, -17.4515, -4.4362], [-7.8520, -16.8174, -5.7999], [-8.3346, -15.7318, -6.0317], [-7.4341, -17.6946, -6.8330], [-0.1694, -14.5215, -5.1076], [0.3352, -14.7737, -3.4315], [-0.5692, -13.3354, -3.6703], [-3.1214, -13.6989, -4.3530], [-5.2061, -14.8416, -3.7146], [-2.8176, -18.2457, -2.5949], [-0.7355, -16.9975, -3.1993], [-8.4783, -17.1014, -3.8099], [-7.6925, -18.5932, -4.4485], [-3.8327, -17.6392, -6.9099], [-1.2957, -20.4593, -11.5918]],
  "forces_ev_per_a": [[-1.0, 1.5, -0.3], [1.1, 0.8, 0.4], [-0.4, 1.1, -0.1], [-1.0, -2.7, -0.8], [-0.8, -0.7, 0.5], [0.8, -0.2, -1.0], [-0.5, -0.3, -0.3], [0.7, -0.1, -0.6], [-2.1, -1.6, 0.1], [2.0, 1.3, -1.1], [0.6, 0.8, 1.3], [-0.4, -0.2, -0.3], [-0.1, -0.1, 0.1], [0.0, 0.9, 0.4], [0.9, 0.9, 1.3], [1.2, -1.8, 1.2], [-1.6, 2.3, -1.0], [-0.2, 4.6, -1.6], [0.7, -3.4, 1.8], [1.3, -2.1, -0.9], [-2.1, 1.5, 0.8], [0.8, -1.6, 1.2], [-1.4, 2.2, 1.0], [1.1, 0.2, -2.0], [0.3, -0.5, -0.7], [0.0, 0.1, 0.6], [0.4, -0.5, -0.9], [0.3, -0.6, -0.2], [-0.3, -0.3, 0.9], [0.3, -0.4, -0.3], [0.0, -0.9, -0.4], [-0.1, -0.4, -0.1], [-0.4, 1.5, -0.9], [0.6, 1.1, 0.5], [1.1, 0.8, -0.2], [-0.6, -1.3, 0.3], [0.3, 1.7, 0.0], [-1.7, 0.1, 0.3], [-0.6, 0.6, 0.7], [1.5, -1.4, -1.5], [0.0, -0.7, -0.8], [-0.5, -0.5, 1.1], [-0.8, 1.0, 0.2], [1.2, -2.4, -0.1], [0.4, 0.5, 0.0], [-0.6, 0.7, 1.3], [0.0, -0.2, 0.0], [-0.3, -0.4, -0.8], [0.0, -0.5, 0.5], [0.8, -0.7, -0.1], [0.0, 0.3, -0.1], [0.2, -0.5, 0.1], [0.0, -0.1, -0.2], [0.0, 1.4, -0.1], [-1.0, -0.6, 0.5], [-0.1, 0.0, 0.1]]
}

---

No. 3
{
  "formula": "C22H18IN6S2Tl",
  "method": "ωB97M-V with the def2-TZVPD basis set",
  "e_tot_ev": -66511.384,
  "molar_mass_g_mol": 761.85,
  "homo_lumo_gap_ev": 6.74,
  "lumo_energy_ev": 0.37,
  "e_homo_ha": -0.234,
  "elements": ["Tl", "C", "C", "C", "C", "N", "C", "C", "C", "C", "C", "C", "C", "H", "H", "H", "H", "H", "H", "H", "H", "N", "C", "N", "C", "C", "S", "C", "C", "S", "C", "N", "N", "H", "H", "H", "H", "H", "H", "I", "C", "C", "C", "C", "C", "N", "H", "H", "H", "H"],
  "coordinates": [[-0.3236, -0.1325, -1.3351], [4.7122, -0.1961, -0.8878], [5.0301, 1.1536, -0.7948], [4.0187, 2.0857, -0.6940], [2.6787, 1.6729, -0.6854], [2.3929, 0.3651, -0.7375], [3.3733, -0.5305, -0.8485], [1.5283, 2.6253, -0.6082], [1.7889, 3.9885, -0.4155], [0.7563, 4.9057, -0.3397], [-0.5544, 4.4597, -0.4578], [-0.8000, 3.1087, -0.6648], [0.2143, 2.1491, -0.7505], [5.4724, -0.9588, -0.9816], [6.0638, 1.4762, -0.8077], [4.2726, 3.1330, -0.6325], [3.0573, -1.5684, -0.8982], [2.8010, 4.3615, -0.3146], [0.9725, 5.9562, -0.1901], [-1.3760, 5.1646, -0.3931], [-1.8352, 2.7903, -0.7635], [-3.9220, 0.7768, -2.5142], [-3.9416, 0.5392, -1.1729], [-2.8716, 0.3890, -0.4592], [-3.1813, 0.1854, 0.8712], [-4.5023, 0.1799, 1.1607], [-5.4234, 0.4445, -0.2737], [-2.0773, 0.0214, 1.8293], [-2.1979, -0.0129, 3.1765], [-0.6418, -0.1404, 3.9053], [0.0673, -0.1286, 2.3239], [-0.7816, -0.0557, 1.3531], [1.4200, -0.2591, 2.1241], [-3.0441, 0.6262, -2.9836], [-4.7596, 0.6449, -3.0500], [-4.9882, 0.0326, 2.1104], [-3.0898, 0.0354, 3.7780], [2.0210, 0.0681, 2.8617], [1.7128, 0.0141, 1.1907], [-3.4087, -3.2834, -1.2654], [-1.5283, -3.9208, -0.5760], [-1.1258, -5.2280, -0.8275], [0.1119, -5.6134, -0.3444], [0.8722, -4.7001, 0.3736], [0.3674, -3.4253, 0.5573], [-0.8124, -3.0328, 0.0695], [-1.7596, -5.9077, -1.3776], [0.4791, -6.6149, -0.5289], [1.8358, -4.9715, 0.7830], [0.9262, -2.6728, 1.1061]],
  "forces_ev_per_a": [[0.2, 0.2, -0.3], [0.0, 0.0, 0.0], [0.0, 0.0, 0.0], [0.0, 0.1, -0.1], [0.0, 0.1, 0.0], [0.0, -0.1, 0.1], [0.0, 0.0, 0.0], [0.1, 0.0, 0.0], [0.0, 0.1, 0.1], [0.0, 0.0, 0.0], [0.1, 0.0, 0.0], [-0.1, 0.0, 0.0], [0.0, -0.1, -0.1], [0.0, 0.0, 0.0], [0.0, 0.0, 0.0], [0.0, 0.0, 0.0], [0.0, 0.0, 0.0], [0.0, 0.0, 0.0], [0.0, 0.0, 0.0], [0.0, 0.0, 0.0], [0.0, 0.0, 0.0], [0.0, 0.2, 0.1], [0.0, -0.1, 0.0], [0.0, 0.1, 0.2], [0.2, 0.0, 0.0], [-0.1, 0.0, 0.0], [0.0, 0.0, 0.0], [0.0, 0.0, -0.1], [0.0, 0.0, 0.1], [0.0, 0.0, 0.0], [0.3, 0.0, 0.0], [-0.3, 0.0, -0.1], [-0.2, -0.1, 0.1], [0.0, -0.1, 0.0], [0.0, -0.1, 0.0], [0.0, 0.0, 0.0], [0.0, 0.0, 0.0], [0.0, 0.0, 0.0], [0.0, 0.0, 0.0], [0.0, 0.0, 0.0], [0.0, 0.0, -0.1], [0.0, 0.0, 0.0], [0.0, 0.0, 0.0], [0.0, 0.0, 0.0], [0.1, 0.1, 0.0], [-0.1, -0.1, 0.3], [0.0, 0.0, 0.0], [0.0, 0.0, 0.0], [0.0, 0.0, 0.0], [0.0, 0.0, 0.0]]
}